Record 1
ORCA calculation (ωB97M-V/def2-TZVPD) on 4 unconnected molecules or ions with the total composition C51H39BrClN2O8 in a non-equilibrium geometry.

Each line ends with the Löwdin charge.
Element x y z (Å)
C -9.57168 -1.27083 0.09212  -0.096
C -8.33210 -0.25554 0.17844  -0.239
O -7.28295 -0.47389 -0.79590  -0.223
C -7.79542 -0.68875 -2.12968  -0.167
C -7.67810 -2.26326 -2.47929  -0.156
O -6.55458 -2.49529 -3.37294  -0.197
C -7.00301 -2.97991 -4.66308  -0.126
C -6.03614 -2.38287 -5.80054  -0.044
N -6.37747 -1.80206 -7.09227  0.117
C -5.14824 -1.39025 -7.71992  -0.596
Cl -5.03619 -0.61740 -9.34648  0.684
N -4.04886 -1.70210 -6.85350  -0.468
Br -2.25677 -1.30909 -7.25098  0.871
C -4.50501 -2.35653 -5.63432  -0.144
C -3.62070 -2.91314 -4.41573  -0.027
H -10.38487 -0.93412 -0.65843  0.085
H -10.07631 -1.32923 1.12491  0.091
H -9.20088 -2.32540 -0.15575  0.075
H -7.84497 -0.42830 1.21511  0.130
H -8.71787 0.83362 0.21376  0.133
H -8.82226 -0.23501 -2.33327  0.131
H -7.06097 -0.14981 -2.84643  0.140
H -7.44252 -2.78852 -1.47826  0.137
H -8.66741 -2.71807 -2.84198  0.133
H -6.88447 -4.11534 -4.68558  0.148
H -8.07879 -2.69553 -4.91663  0.136
H -7.34424 -1.72749 -7.45867  0.181
H -2.89273 -2.14602 -3.98954  0.099
H -2.96495 -3.75114 -4.87603  0.103
H -4.25713 -3.43899 -3.61609  0.084
C -2.59295 -1.46084 6.90521  -0.049
C -1.92757 -2.67850 6.77993  -0.050
C -1.87297 -3.31876 5.54679  0.009
C -2.49510 -2.74793 4.43595  -0.083
C -3.18219 -1.54036 4.56705  -0.082
C -3.22010 -0.89189 5.80216  0.008
C -3.88793 -0.94871 3.40832  -0.275
O -4.48543 0.10743 3.52004  0.108
C -3.86421 -1.66477 2.11238  -0.072
C -4.57224 -1.14895 1.02613  0.015
C -4.54524 -1.80720 -0.19852  -0.052
C -3.80390 -2.97760 -0.34553  -0.054
C -3.10138 -3.49811 0.73571  0.003
C -3.13817 -2.84719 1.97013  -0.085
C -2.41613 -3.42774 3.12467  -0.289
O -1.76913 -4.45526 2.99812  0.071
H -2.62722 -0.95733 7.86601  0.111
H -1.44919 -3.12779 7.64421  0.111
H -1.34859 -4.26471 5.45437  0.124
H -3.74136 0.05422 5.90750  0.123
H -5.14952 -0.23575 1.13233  0.119
H -5.10072 -1.40678 -1.03957  0.088
H -3.77734 -3.48751 -1.30362  0.086
H -2.52975 -4.41307 0.61593  0.117
C 4.41762 2.29207 2.79385  -0.055
C 5.59977 1.59011 2.56763  -0.052
C 5.55400 0.25118 2.19390  0.008
C 4.32428 -0.39392 2.05692  -0.086
C 3.14139 0.30263 2.30727  -0.088
C 3.19011 1.65110 2.66507  0.002
C 1.83248 -0.38286 2.21376  -0.281
O 0.79742 0.22587 2.42873  0.097
C 1.79962 -1.82082 1.86383  -0.080
C 0.57795 -2.49433 1.82825  0.015
C 0.53476 -3.84231 1.48783  -0.052
C 1.71079 -4.52008 1.17249  -0.045
C 2.93114 -3.85398 1.21207  0.004
C 2.97855 -2.50480 1.56751  -0.085
C 4.28550 -1.81415 1.64150  -0.281
O 5.31565 -2.40743 1.36996  0.102
H 4.45399 3.33942 3.07653  0.111
H 6.55749 2.08820 2.68058  0.104
H 6.47815 -0.28903 2.01394  0.123
H 2.27293 2.20200 2.84805  0.120
H -0.34247 -1.97109 2.06977  0.112
H -0.41378 -4.36375 1.46609  0.073
H 1.67629 -5.57023 0.89996  0.109
H 3.84445 -4.38858 0.97021  0.121
C 5.19628 4.27521 -2.05022  -0.059
C 5.66150 4.88404 -3.21388  -0.059
C 6.92216 5.47059 -3.23706  0.003
C 7.71777 5.46053 -2.09103  -0.083
C 7.24202 4.87246 -0.91910  -0.081
C 5.98329 4.26910 -0.90409  0.005
C 8.05557 4.89830 0.31767  -0.276
O 7.64076 4.38086 1.34104  0.090
C 9.37461 5.56879 0.29457  -0.085
C 10.12771 5.65153 1.46690  0.004
C 11.37440 6.26826 1.45139  -0.054
C 11.87746 6.79602 0.26419  -0.054
C 11.12796 6.72060 -0.90464  0.005
C 9.87044 6.11515 -0.88938  -0.084
C 9.06558 6.07168 -2.13059  -0.279
O 9.50271 6.53698 -3.16915  0.105
H 4.21592 3.80955 -2.03552  0.106
H 5.04137 4.89943 -4.10449  0.106
H 7.28125 5.93883 -4.14815  0.122
H 5.61303 3.79786 0.00118  0.111
H 9.74341 5.23970 2.39483  0.121
H 11.95598 6.33603 2.36525  0.109
H 12.85338 7.27072 0.25119  0.109
H 11.52327 7.13794 -1.82537  0.122

Atoms 1-3, force components in eV/Å:
-0.13 0.16 0.14
-0.65 -0.19 1.85
-1.95 0.33 -0.51

Computed properties:
**E_tot**: -5712.135549 a.u.
**E_HOMO**: -10.71 eV
**Charge**: +1


Record 2
ORCA calculation (ωB97M-V/def2-TZVPD) on a molecular structure, C51H43ClCsIN2O10S in a non-equilibrium geometry.

Each line ends with the Löwdin charge.
Element x y z (Å)
Cs 0.63278 -0.13876 0.44677  1.234
C -2.72677 -0.11012 3.49599  -0.085
O -1.83599 -1.19908 3.64354  -0.181
C -2.39514 -2.42190 3.23092  -0.185
C -2.71367 -2.47017 1.73838  -0.178
O -2.34034 -3.75669 1.24362  -0.216
C -2.58422 -3.85564 -0.14337  -0.088
H -3.67619 -0.31765 4.00986  0.092
H -2.92319 0.11220 2.44415  0.065
H -2.25140 0.75066 3.96312  0.079
H -3.30088 -2.63588 3.81879  0.124
H -1.65330 -3.19480 3.45296  0.110
H -2.16019 -1.70139 1.19615  0.096
H -3.78023 -2.30127 1.53496  0.136
H -3.65673 -3.78985 -0.36029  0.095
H -2.20658 -4.82262 -0.47267  0.091
H -2.07724 -3.05323 -0.69120  0.079
O -5.63610 0.65975 -2.78470  0.086
C -4.87023 -0.04289 -3.59001  -0.535
O -5.27004 -0.45471 -4.66036  0.037
C -3.49095 -0.31852 -3.11909  -0.055
C -2.49883 -0.93520 -3.86111  -0.586
Cl -2.51269 -1.58743 -5.43188  0.781
N -1.39444 -1.01724 -3.09600  -0.089
N -1.61699 -0.49591 -1.87779  0.078
C -2.86344 -0.06309 -1.87060  -0.135
C -3.36461 0.59929 -0.59704  -0.582
O -4.47352 1.19357 -0.65846  0.005
O -2.62749 0.48774 0.38584  -0.076
C -0.05618 -1.44627 -3.37354  -0.240
C 0.62069 -0.98024 -4.48729  -0.078
C 1.98273 -1.21342 -4.57287  -0.073
C 2.64276 -1.88899 -3.55704  -0.071
C 1.95958 -2.35135 -2.43915  -0.067
C 0.59200 -2.14270 -2.35846  -0.069
H -5.14367 0.93506 -1.90129  0.039
H 0.12067 -0.35705 -5.21619  0.096
H 2.54023 -0.77732 -5.38774  0.098
H 3.71673 -2.00277 -3.61365  0.101
H 2.47486 -2.82830 -1.61669  0.094
H 0.00314 -2.40169 -1.48605  0.065
O 0.25386 -2.99492 1.07992  -0.117
C 1.41409 -3.61691 1.63651  -0.325
C 2.56753 -2.52996 1.64328  -0.696
O 3.33121 -2.55638 2.61069  0.010
O 2.57819 -1.79278 0.64037  -0.287
C 1.05033 -4.09118 3.03581  -0.127
C 0.82437 -5.42846 3.33273  -0.018
C 0.39107 -5.81331 4.59636  -0.094
C 0.17445 -4.86106 5.57767  -0.108
C 0.38872 -3.51989 5.28459  -0.082
C 0.82244 -3.13994 4.02775  -0.026
C 1.92023 -4.74493 0.76055  -0.152
C 3.10971 -5.38505 1.11169  -0.023
C 3.61998 -6.40256 0.32442  -0.085
C 2.95223 -6.79455 -0.83083  -0.110
C 1.77770 -6.15377 -1.18838  -0.083
C 1.26515 -5.13324 -0.39801  -0.021
H -0.52699 -3.54038 1.26237  0.063
H 0.98412 -6.18516 2.57394  0.113
H 0.22032 -6.86200 4.80499  0.091
H -0.16580 -5.15633 6.56283  0.089
H 0.20560 -2.76262 6.03461  0.103
H 0.97813 -2.09550 3.80584  0.128
H 3.63319 -5.05356 1.99968  0.125
H 4.54796 -6.88564 0.60373  0.094
H 3.35458 -7.58380 -1.45386  0.089
H 1.26117 -6.43444 -2.09788  0.099
H 0.36361 -4.61758 -0.69834  0.097
I 0.26967 2.15939 -2.72882  1.008
C 2.13570 2.50299 -5.35139  -0.106
C 2.95557 2.55256 -6.46497  -0.205
C 3.69674 3.68898 -6.86471  -0.143
C 3.62543 4.85221 -6.15227  -0.102
C 2.80798 4.91118 -4.99927  -0.201
C 2.68994 6.10422 -4.24454  -0.071
C 1.90265 6.15639 -3.13025  -0.117
C 1.19965 5.01162 -2.71197  -0.187
C 1.30709 3.85225 -3.43124  -0.620
C 2.09267 3.73414 -4.61128  -0.298
H 3.05803 1.67169 -7.10103  0.049
H 4.32578 3.63337 -7.75099  0.077
H 4.18009 5.73681 -6.44838  0.086
H 3.23871 6.97856 -4.57889  0.094
H 1.81155 7.07577 -2.55928  0.079
H 0.59068 5.04313 -1.81705  0.059
O 0.01397 1.93050 1.92519  -0.780
S -0.99415 2.99289 1.67841  0.998
C -0.03605 4.43585 1.18814  -0.354
C 1.33686 4.32742 1.05026  -0.059
C 2.05947 5.41244 0.57736  -0.068
C 1.41075 6.59498 0.25101  -0.110
C 0.03144 6.69185 0.38305  -0.085
C -0.69836 5.60721 0.84151  -0.080
C -1.50203 3.54243 3.30879  -0.367
C -0.69208 3.29867 4.40760  -0.065
C -1.12915 3.66835 5.66659  -0.077
C -2.37316 4.27203 5.82392  -0.092
C -3.18436 4.49626 4.72175  -0.085
C -2.75439 4.12098 3.45666  -0.079
H 1.81353 3.38706 1.28963  0.111
H 3.12723 5.32453 0.43458  0.112
H 1.97833 7.43035 -0.13615  0.099
H -0.47666 7.60459 0.10304  0.103
H -1.77729 5.65962 0.91254  0.108
H 0.25473 2.79860 4.25477  0.116
H -0.50791 3.47674 6.53138  0.102
H -2.71585 4.54858 6.81213  0.096
H -4.16200 4.94112 4.84872  0.100
H -3.39290 4.24344 2.59193  0.113

Atoms 1-3, force components in eV/Å:
-0.75 0.14 -0.93
-0.08 0.01 -0.02
0.15 -0.09 0.10

Computed properties:
**E_tot**: -4007.449071 a.u.
**E_HOMO**: -1.58 eV
**Charge**: -2
**ΔE to the lowest compared entry with this formula, charge and spin**: 0.750 eV